No. 1
{
  "formula": "C4H10NO",
  "method": "wB97M-V/def2-TZVPD",
  "species": ["C", "C", "N", "H", "H", "H", "H", "H", "H", "O", "C", "C", "H", "H", "H", "H"],
  "positions_angstrom": [[-1.928, 1.578, 0.647], [0.307, 1.469, -0.355], [-0.824, 0.912, -0.041], [-2.140, 1.046, 1.626], [-2.859, 1.573, -0.019], [-1.593, 2.654, 0.841], [0.480, 2.492, 0.020], [1.149, 0.905, -0.852], [-0.942, -0.085, -0.290], [-0.633, -1.653, -0.706], [0.369, -1.681, 0.017], [1.806, -1.915, -0.420], [0.261, -1.312, 1.073], [2.199, -2.778, 0.136], [2.486, -1.047, -0.172], [1.862, -2.157, -1.507]],
  "forces_ev_per_a": [[0.141, 0.407, -0.189], [4.350, 2.237, -0.987], [-3.759, -2.456, 0.847], [0.036, 0.780, -1.037], [1.122, 0.126, 1.049], [-0.713, -1.473, -0.144], [0.160, -0.674, -0.366], [-1.356, 0.715, 0.684], [-0.559, 1.513, 0.275], [2.208, -1.222, 0.872], [-0.586, 1.179, -0.585], [0.057, -0.290, -0.579], [0.064, -0.534, -0.438], [-0.052, 0.153, -0.030], [-1.031, -0.763, -0.168], [-0.082, 0.302, 0.795]],
  "multiplicity": 2,
  "lumo_ha": [0.023, 0.023],
  "e_tot_ha": -288.28495,
  "e_above_lowest_kj_mol": 110.40
}

No. 2
{
  "formula": "C45H80F3N9O17S3",
  "method": "wB97M-V/def2-TZVPD",
  "species": ["C", "O", "C", "C", "N", "H", "H", "C", "C", "O", "C", "H", "H", "H", "H", "H", "H", "H", "H", "H", "H", "H", "H", "H", "H", "C", "O", "C", "C", "N", "H", "H", "C", "C", "O", "C", "H", "H", "H", "H", "H", "H", "H", "H", "H", "H", "H", "H", "H", "H", "S", "O", "O", "O", "O", "S", "O", "O", "O", "O", "C", "C", "O", "O", "H", "H", "H", "C", "F", "F", "F", "S", "O", "O", "O", "C", "C", "N", "C", "C", "C", "C", "H", "H", "H", "H", "H", "H", "H", "H", "H", "H", "H", "H", "H", "H", "H", "N", "C", "C", "C", "C", "H", "H", "H", "H", "H", "N", "C", "C", "C", "C", "H", "H", "H", "H", "H", "N", "C", "C", "C", "C", "H", "H", "H", "H", "H", "N", "C", "C", "C", "C", "H", "H", "H", "H", "H", "N", "C", "C", "C", "C", "H", "H", "H", "H", "H", "N", "C", "C", "C", "C", "H", "H", "H", "H", "H"],
  "positions_angstrom": [[19.375, -22.661, -27.404], [19.830, -21.496, -26.571], [18.802, -20.882, -25.803], [19.356, -20.064, -24.650], [20.652, -20.639, -23.988], [20.682, -20.210, -23.074], [20.682, -21.643, -23.876], [22.033, -20.351, -24.722], [23.247, -20.698, -23.790], [23.107, -20.283, -22.464], [23.349, -18.917, -22.274], [19.350, -23.509, -26.720], [19.846, -22.989, -28.331], [18.386, -22.451, -27.811], [18.250, -21.695, -25.332], [18.180, -20.336, -26.514], [18.722, -19.775, -23.811], [19.746, -19.146, -25.090], [22.084, -19.299, -25.000], [22.149, -20.968, -25.613], [24.091, -20.255, -24.318], [23.418, -21.774, -23.765], [22.564, -18.320, -22.738], [24.355, -18.723, -22.647], [23.350, -18.569, -21.241], [28.212, -23.163, -26.243], [27.864, -23.652, -24.950], [27.251, -22.650, -24.087], [27.547, -22.990, -22.559], [29.068, -22.920, -22.246], [29.204, -23.121, -21.266], [29.607, -23.635, -22.715], [29.733, -21.595, -22.514], [30.638, -21.507, -23.809], [31.426, -22.720, -23.886], [32.104, -22.865, -25.138], [28.833, -23.877, -26.784], [28.918, -22.333, -26.197], [27.333, -22.921, -26.840], [26.169, -22.615, -24.215], [27.515, -21.596, -24.171], [27.222, -24.021, -22.418], [27.048, -22.415, -21.779], [30.452, -21.460, -21.705], [29.075, -20.757, -22.285], [31.234, -20.595, -23.771], [29.968, -21.362, -24.656], [32.850, -22.085, -25.290], [31.485, -22.948, -26.032], [32.697, -23.776, -25.067], [26.579, -23.931, -29.757], [25.268, -23.902, -30.502], [26.676, -24.918, -28.687], [27.718, -24.214, -30.648], [26.620, -22.521, -29.284], [30.298, -22.905, -18.816], [29.891, -22.789, -17.424], [30.889, -21.660, -19.262], [31.139, -24.083, -18.982], [29.096, -23.122, -19.603], [24.214, -25.065, -22.020], [24.989, -24.527, -20.854], [25.582, -25.306, -20.108], [24.883, -23.298, -20.555], [24.817, -25.719, -22.649], [23.938, -24.181, -22.595], [23.315, -25.628, -21.769], [26.414, -17.844, -19.366], [27.669, -17.436, -19.337], [25.793, -17.577, -18.177], [25.756, -17.221, -20.385], [26.368, -19.731, -19.881], [27.042, -20.523, -18.862], [24.912, -19.992, -19.963], [26.943, -19.791, -21.209], [32.614, -25.925, -27.169], [33.189, -26.385, -28.586], [34.369, -27.163, -28.620], [34.025, -28.545, -28.223], [35.052, -29.625, -28.617], [35.456, -26.569, -27.861], [35.875, -25.130, -28.344], [33.438, -25.535, -26.571], [32.186, -26.740, -26.586], [31.931, -25.081, -27.266], [32.308, -26.792, -29.084], [33.333, -25.446, -29.121], [33.699, -28.586, -27.184], [33.056, -28.804, -28.651], [35.225, -29.425, -29.675], [35.972, -29.761, -28.049], [34.409, -30.505, -28.610], [36.326, -27.223, -27.918], [35.170, -26.501, -26.812], [36.673, -24.757, -27.701], [35.118, -24.353, -28.230], [36.094, -25.081, -29.410], [31.262, -19.400, -20.728], [32.448, -19.221, -21.334], [32.376, -17.988, -22.008], [30.988, -17.571, -21.743], [30.408, -18.414, -20.929], [31.036, -20.298, -20.325], [33.254, -19.938, -21.279], [33.125, -17.488, -22.604], [30.551, -16.667, -22.140], [29.396, -18.503, -20.562], [26.021, -20.607, -27.417], [24.784, -20.057, -27.041], [25.010, -18.848, -26.390], [26.398, -18.747, -26.302], [27.006, -19.792, -26.933], [26.184, -21.455, -27.941], [23.831, -20.542, -27.186], [24.308, -18.119, -26.012], [26.864, -17.911, -25.802], [28.075, -19.861, -27.074], [30.406, -25.490, -21.141], [31.232, -25.358, -22.278], [30.670, -26.037, -23.309], [29.394, -26.598, -22.923], [29.277, -26.100, -21.621], [30.426, -24.999, -20.259], [32.199, -24.879, -22.235], [31.180, -26.150, -24.255], [28.669, -27.103, -23.545], [28.480, -26.138, -20.893], [33.430, -23.195, -20.077], [34.651, -23.783, -19.885], [35.508, -23.479, -20.891], [34.810, -22.663, -21.778], [33.541, -22.407, -21.224], [32.576, -23.313, -19.550], [34.790, -24.472, -19.064], [36.514, -23.837, -21.053], [35.172, -22.299, -22.728], [32.617, -21.959, -21.560], [28.750, -26.564, -28.489], [29.047, -27.033, -27.225], [29.543, -28.352, -27.256], [29.702, -28.544, -28.632], [29.099, -27.542, -29.398], [28.281, -25.684, -28.653], [28.818, -26.403, -26.377], [29.929, -29.105, -26.585], [30.073, -29.416, -29.150], [28.769, -27.378, -30.413], [36.587, -21.068, -25.189], [35.843, -20.187, -24.435], [34.818, -19.698, -25.244], [34.949, -20.339, -26.469], [36.060, -21.165, -26.401], [37.494, -21.435, -24.938], [35.975, -20.027, -23.375], [34.066, -18.976, -24.963], [34.335, -20.190, -27.345], [36.476, -21.720, -27.229]],
  "forces_ev_per_a": [[-1.144, 0.726, 1.357], [0.738, -0.693, -1.306], [0.022, -2.216, 0.001], [2.706, 0.734, -0.523], [0.346, 0.651, -2.049], [0.684, -0.075, 0.563], [-0.449, -0.474, 0.216], [0.495, -0.016, 0.919], [-0.640, -0.169, 0.027], [-1.005, -0.458, 0.189], [0.637, 0.612, 0.090], [-0.179, -0.081, -0.139], [1.513, 0.960, 0.487], [-0.479, 0.146, 0.548], [-0.681, -0.131, -0.166], [-0.346, 0.465, 0.554], [-0.507, -0.482, -0.438], [-0.042, 0.249, 0.218], [-0.487, 0.001, 0.132], [-0.656, 0.035, 0.104], [0.277, 0.131, 0.084], [-0.118, -0.087, 0.064], [-0.103, 0.391, -0.750], [-0.041, 0.530, -0.196], [0.082, -1.009, 0.233], [0.225, 0.021, 0.002], [0.006, 1.505, 0.869], [0.318, -0.537, 1.900], [0.920, -0.813, -1.395], [-1.230, 1.254, -2.465], [-0.330, -0.035, 2.349], [0.044, -0.517, -0.737], [1.818, -0.149, 0.425], [-1.625, -0.770, 0.750], [-0.630, 1.267, -0.920], [0.582, -0.269, 0.800], [-0.536, -0.676, 0.166], [-0.301, 0.676, 0.324], [0.166, -0.065, -0.087], [-0.226, -0.462, -0.039], [0.835, 0.024, -0.983], [0.409, -0.098, 0.260], [-0.125, 0.406, -0.406], [-0.087, -0.615, 0.153], [-0.474, -0.118, -0.776], [0.389, -0.023, 0.366], [0.133, -0.489, -0.486], [-0.093, 0.475, 0.014], [-0.521, 0.137, 0.188], [-0.219, -0.195, 0.130], [-1.654, 1.655, -2.718], [0.558, -1.666, 0.327], [-0.730, -0.492, 1.558], [0.480, 0.083, -0.639], [1.159, 0.872, 1.696], [-4.046, 0.617, 2.918], [0.678, 0.070, 1.003], [2.457, 1.569, -1.186], [2.606, -1.386, -0.506], [-1.307, -0.704, -2.179], [-0.078, 0.268, -1.467], [-0.373, 1.987, 2.784], [0.855, -2.272, 0.005], [-0.567, -0.201, -1.705], [0.148, -0.064, -0.011], [-0.289, -0.087, -0.355], [-0.039, 0.045, 0.424], [-0.719, -3.083, -0.922], [0.188, 0.995, 0.384], [0.587, 0.306, -1.090], [0.183, 0.775, 0.871], [-2.326, -2.729, 1.002], [-0.198, 1.896, -0.619], [1.086, 1.354, 0.555], [0.923, 1.101, -0.260], [1.321, -0.349, -0.477], [-2.454, 2.624, 1.088], [0.176, -1.529, -0.405], [0.413, 0.536, 0.485], [-1.640, 0.469, -0.506], [0.017, 0.910, -0.299], [-0.678, -0.510, 0.346], [0.069, 0.112, 0.153], [-0.313, 0.088, -0.209], [-0.290, -0.395, -0.210], [0.408, -0.760, -0.282], [0.329, 0.090, -0.139], [0.670, -0.044, 0.740], [0.200, 0.147, -0.817], [0.583, -0.099, -0.039], [-0.203, 0.215, 0.058], [0.593, -0.598, 0.224], [0.064, -0.051, -0.105], [0.185, 0.047, 0.355], [0.436, -0.230, -0.295], [-0.508, -0.366, 0.283], [0.500, -0.316, 0.038], [1.351, -2.439, 0.846], [0.614, 1.856, -1.123], [-1.795, -1.024, 0.910], [2.802, 3.678, -2.722], [-2.307, -1.399, 0.958], [-0.274, -0.475, 1.181], [-0.203, 0.071, 0.161], [-0.052, -0.069, 0.038], [-0.067, 0.081, 0.041], [0.095, 0.133, -0.039], [-1.236, 1.659, 1.584], [0.882, -0.038, -0.325], [-0.166, -1.281, -0.386], [0.613, 1.679, 0.648], [-0.505, 0.275, -0.115], [0.068, -1.104, -1.109], [0.278, -0.253, -0.493], [-0.182, -0.215, 0.047], [0.394, -0.114, -0.089], [-0.231, -0.714, -0.225], [-0.509, -0.601, -4.003], [0.286, -0.234, 1.945], [-0.251, -0.726, -0.895], [1.283, 1.975, 1.320], [-0.698, -1.162, 1.034], [0.554, 0.548, 0.633], [-0.092, 0.072, 0.106], [-0.152, 0.001, -0.185], [0.022, 0.099, 0.216], [-0.442, -0.271, -0.258], [2.752, 1.451, -2.091], [-1.185, -0.924, 1.396], [0.602, -0.233, -0.388], [-1.551, 1.511, -0.378], [0.221, -2.028, 0.614], [-0.738, -0.452, 0.638], [-0.008, 0.106, 0.077], [-0.009, -0.104, 0.235], [-0.086, 0.134, 0.033], [0.400, 0.137, -0.300], [1.543, -2.467, 1.430], [-0.615, -0.058, 0.475], [0.469, 1.917, -1.320], [-0.876, -1.215, -2.861], [0.145, 1.211, 1.764], [-0.981, 0.522, -0.373], [-0.031, -0.028, 0.044], [-0.232, 0.667, 0.673], [0.095, -0.419, 0.247], [0.541, -0.316, -0.109], [0.762, 0.267, 1.790], [-0.733, 0.649, -0.151], [0.706, -0.199, 1.313], [0.405, -0.385, -1.133], [-1.275, 0.368, -2.388], [-0.453, -0.066, 0.179], [0.324, -0.101, -0.148], [0.003, -0.201, 0.156], [0.004, -0.130, 0.055], [0.193, -0.198, 0.340]],
  "lumo_ha": 0.165,
  "e_tot_ha": -5028.31356,
  "e_above_lowest_kj_mol": 216.04,
  "total_charge": -4
}

No. 3
{
  "formula": "C2H11N3O2",
  "method": "wB97M-V/def2-TZVPD",
  "species": ["C", "N", "C", "N", "N", "H", "H", "H", "H", "H", "H", "H", "H", "H", "O", "H", "H", "O"],
  "positions_angstrom": [[-1.060, -0.344, 0.631], [-0.132, -0.966, -0.317], [0.694, -0.623, -1.431], [1.018, -1.703, -2.147], [0.994, 0.553, -1.822], [-1.879, -0.992, 0.817], [-1.643, 0.522, 0.080], [-0.640, -0.234, 1.664], [0.071, -1.923, 0.021], [0.967, -2.759, -1.947], [1.454, -1.696, -2.984], [1.438, 0.504, -2.717], [-1.947, 1.500, 4.124], [-2.008, 0.183, 3.240], [-1.763, 0.529, 4.180], [1.113, 2.270, -1.067], [2.046, 2.321, -0.024], [1.276, 2.859, -0.300]],
  "forces_ev_per_a": [[-0.008, 1.974, -1.673], [0.899, -1.175, 0.250], [-1.984, -0.364, 1.442], [-0.806, -4.279, 1.942], [-0.555, 1.267, 0.752], [-0.776, -1.332, -0.232], [1.767, -0.975, 1.670], [0.061, 1.038, -1.015], [-0.036, 0.615, -0.753], [-0.655, 2.032, 0.865], [1.861, 1.215, -3.055], [0.363, -0.064, -0.494], [0.269, -1.227, -0.034], [0.717, 0.990, 2.504], [-0.989, 0.245, -2.449], [-0.888, -0.084, -0.104], [-0.382, 0.685, 0.483], [1.143, -0.561, -0.097]],
  "multiplicity": 2,
  "lumo_ha": [0.118, 0.116],
  "e_tot_ha": -397.46246,
  "e_above_lowest_kj_mol": 170.53,
  "total_charge": -1
}